Entry 1:
Molecular formula: C42H45N8O3PPdS
Method: DFT, ωB97M-V/def2-TZVPD

Last column: Löwdin charge in e.
Positions of all 101 atoms, in Å:
Pd 0.429 0.742 0.976  0.954
C -3.535 2.199 1.323  -0.157
C -3.988 1.689 0.052  -0.149
C -3.350 0.661 -0.538  -0.043
C -2.286 -0.083 0.222  -0.401
N -1.567 0.865 1.096  -0.061
C -2.267 1.814 1.707  -0.239
C -1.706 -1.957 1.757  -0.113
C -1.940 -2.751 2.872  -0.057
C -0.914 -3.402 3.543  -0.134
C 0.391 -3.256 3.085  -0.126
C 0.644 -2.480 1.968  -0.047
C -0.388 -1.826 1.281  -0.250
H -4.066 2.976 1.858  0.051
H -4.788 2.206 -0.473  0.080
H -3.549 0.364 -1.564  0.088
H -1.738 2.344 2.496  0.079
H -2.964 -2.849 3.222  0.104
H -1.128 -4.008 4.417  0.076
H 1.212 -3.745 3.599  0.083
H 1.658 -2.349 1.608  0.091
O 3.594 0.111 2.414  0.030
C 3.505 0.093 1.203  -0.566
N 4.556 -0.349 0.373  0.137
C 4.071 -0.470 -0.992  -0.288
C 2.711 0.275 -0.869  -0.468
O 2.040 0.566 -1.843  0.043
N 2.449 0.516 0.433  0.066
C 4.943 0.255 -2.001  -0.151
C 4.614 0.198 -3.355  -0.023
C 5.364 0.890 -4.291  -0.087
C 6.459 1.649 -3.892  -0.119
C 6.790 1.712 -2.547  -0.104
C 6.033 1.021 -1.607  -0.032
C 3.829 -1.929 -1.370  -0.139
C 2.576 -2.515 -1.203  0.002
C 2.404 -3.867 -1.478  -0.057
C 3.469 -4.638 -1.920  -0.106
C 4.719 -4.055 -2.087  -0.106
C 4.896 -2.707 -1.814  -0.048
H 5.078 -1.119 0.761  0.141
H 3.752 -0.382 -3.661  0.124
H 5.090 0.842 -5.338  0.095
H 7.046 2.189 -4.626  0.088
H 7.637 2.304 -2.223  0.090
H 6.274 1.078 -0.554  0.103
H 1.719 -1.942 -0.845  0.088
H 1.421 -4.301 -1.340  0.109
H 3.326 -5.691 -2.135  0.091
H 5.556 -4.649 -2.436  0.088
H 5.868 -2.249 -1.963  0.112
C 2.545 6.006 0.807  -0.122
N 2.284 4.673 1.292  -0.309
C 3.460 3.889 1.636  -0.100
P 0.825 3.925 1.014  0.534
O 0.790 2.709 1.873  -0.362
N 0.656 3.792 -0.611  -0.291
C 1.788 3.717 -1.525  -0.087
C -0.579 3.226 -1.161  -0.094
N -0.390 4.966 1.440  -0.291
C -0.902 4.953 2.798  -0.113
C -1.119 5.834 0.543  -0.128
H 3.111 6.006 -0.135  0.076
H 3.128 6.566 1.547  0.078
H 1.608 6.537 0.642  0.068
H 4.129 3.761 0.775  0.078
H 3.159 2.906 1.992  0.064
H 4.020 4.396 2.429  0.079
H 2.723 3.914 -1.005  0.059
H 1.672 4.459 -2.325  0.082
H 1.850 2.721 -1.965  0.063
H -1.363 3.175 -0.405  0.063
H -0.399 2.210 -1.515  0.068
H -0.927 3.845 -1.996  0.085
H -0.359 4.221 3.391  0.075
H -1.961 4.676 2.800  0.076
H -0.796 5.942 3.259  0.075
H -0.661 5.829 -0.444  0.069
H -1.121 6.863 0.925  0.075
H -2.159 5.502 0.444  0.086
S -3.539 -3.890 -1.987  0.975
C -2.907 -2.545 -0.982  -0.634
C -1.756 -1.917 -1.429  -0.116
C -1.227 -0.726 -0.685  -0.317
N -0.043 -1.019 0.173  -0.090
C -2.866 -1.253 1.063  -0.204
C -3.592 -2.221 0.169  -0.146
C -4.703 -3.116 -3.036  -0.530
C -5.133 -1.798 -2.883  -0.064
C -6.077 -1.298 -3.761  -0.168
N -6.634 -1.987 -4.765  0.012
C -6.215 -3.246 -4.898  -0.205
C -5.272 -3.845 -4.084  -0.129
H -1.242 -2.257 -2.319  0.062
H -0.876 0.029 -1.396  0.110
H -3.533 -0.835 1.823  0.140
H -4.491 -2.734 0.480  0.067
H -4.741 -1.200 -2.067  0.073
H -6.413 -0.272 -3.648  0.095
H -6.659 -3.814 -5.711  0.085
H -4.973 -4.872 -4.264  0.087

## Properties
Charge   -2
Spin multiplicity   1
E   -85955.0953 eV
Energy above the lowest of the compared OMol25 structures with the same formula, charge and spin   0.00 kcal per mole

Entry 2:
Molecular formula: C14H25FIOP2Zr
Method: DFT, ωB97M-V/def2-TZVPD

Last column: Löwdin charge in e.
Positions of all 45 atoms, in Å:
C 0.140 -0.125 -4.676  -0.195
I -1.497 -1.001 -3.200  1.080
H 1.110 -0.037 -4.170  0.025
H -0.276 0.840 -4.982  0.031
H 0.100 -0.805 -5.535  0.043
Zr -0.078 -0.077 -0.968  1.009
P 0.168 2.527 -0.657  0.707
C -1.480 3.266 -0.913  -0.231
C 0.681 3.326 0.893  -0.223
H 0.655 4.420 0.798  0.086
H 1.178 4.437 -1.841  0.085
H 1.697 3.005 1.152  0.062
H 2.243 3.000 -1.792  0.062
H -2.153 2.976 -0.091  0.063
H 0.017 3.016 1.709  0.062
C 1.208 3.341 -1.915  -0.240
H -1.396 4.367 -0.945  0.093
H 0.859 3.026 -2.906  0.044
H -1.906 2.900 -1.859  0.056
P 0.193 -2.569 -0.280  0.678
C -1.426 -3.386 -0.418  -0.244
C 1.218 -3.512 -1.455  -0.237
H 1.757 -2.741 1.544  0.067
H 0.733 -4.211 1.408  0.086
H 0.086 -2.699 2.125  0.060
C 0.744 -3.114 1.352  -0.219
H 2.242 -3.118 -1.424  0.063
H 1.232 -4.580 -1.200  0.084
H -1.286 -4.474 -0.295  0.093
H -1.882 -3.180 -1.400  -0.007
H 0.829 -3.382 -2.472  0.038
H -2.105 -3.008 0.362  0.067
C -2.167 0.040 -0.448  -0.262
O -3.293 -0.063 -0.145  0.211
F 0.365 0.231 5.637  0.110
C 0.244 0.191 4.273  -0.207
C 1.402 0.248 3.498  0.044
C 1.293 0.199 2.093  -0.131
C 0.021 0.069 1.460  -0.312
C -1.089 0.012 2.301  -0.130
C -0.998 0.088 3.696  0.040
H 2.385 0.335 3.984  0.152
H 2.211 0.259 1.480  0.115
H -2.094 -0.097 1.914  0.076
H -1.889 0.060 4.305  0.144

## Properties
Charge   +3
Spin multiplicity   1
E   -47616.4489 eV
Energy above the lowest of the compared OMol25 structures with the same formula, charge and spin   0.00 kcal per mole